Entry 1:
Computed, not measured: a cluster of 7 separate species, C29H28BrF6NO21 in total in a non-equilibrium geometry, with wB97M-V/def2-TZVPD.

The geometry in XYZ format:
```
86
Properties=species:S:1:pos:R:3:forces:R:3:lowdin_charge:R:1
O 6.03533 -6.62014 -2.14989 2.27 4.87 0.70 -0.0330
C 6.58422 -5.51617 -1.90991 -1.94 -4.98 0.50 -0.7066
Br 6.63865 -4.16342 -3.36484 0.22 -0.66 1.21 0.6845
C 7.23335 -5.30694 -0.45421 -0.18 0.71 -0.73 -0.0849
C 6.86456 -3.90012 0.24055 1.55 -0.79 1.74 -0.2720
C 6.36184 -4.16844 1.75138 -0.35 1.62 1.11 -0.0726
C 4.83191 -3.71429 1.71219 -1.63 0.12 -0.33 -0.1587
C 3.68994 -4.75880 1.32666 -3.36 -3.43 -1.93 -0.0925
C 3.30619 -5.14378 -0.15332 -1.30 -1.02 3.98 0.0343
C 2.14797 -6.14363 -0.30085 1.08 0.92 0.22 -0.1152
N 1.37375 -6.82320 0.66825 2.90 2.75 1.22 0.0053
C 1.67748 -6.51278 2.01858 2.29 2.03 -2.09 -0.1143
C 2.77992 -5.50030 2.35741 0.36 -0.05 -1.36 -0.0145
C 4.84499 -2.62446 0.53623 -0.82 1.02 0.13 -0.3208
O 4.11558 -1.62133 0.38975 3.08 -4.04 0.17 0.0907
O 5.86925 -3.04283 -0.36738 -0.82 0.50 1.00 -0.0430
H 6.93245 -6.13240 0.28977 0.17 0.98 -1.83 0.1299
H 8.37585 -5.38645 -0.61496 -1.82 0.33 0.29 0.1388
H 7.88152 -3.37052 0.29632 -1.83 -0.16 -0.19 0.1567
H 6.63557 -5.15037 2.26424 -0.74 1.03 -1.27 0.1310
H 6.82144 -3.39180 2.47835 -0.44 -1.06 -1.40 0.1331
H 4.39880 -3.20667 2.64733 1.19 -0.70 -1.21 0.1580
H 3.86648 -4.69331 -1.04935 -1.18 -0.89 1.45 0.1045
H 1.86418 -6.37991 -1.39242 0.49 0.31 2.06 0.0906
H 1.06674 -7.03472 2.84008 1.14 0.98 -1.46 0.1106
H 2.97499 -5.29347 3.47218 -0.36 -0.32 -1.88 0.0943
C 2.00110 0.26750 2.41850 1.11 -0.22 -0.29 -0.0628
C 0.64168 -0.33807 2.29448 -0.21 -0.56 0.35 -0.3250
O -0.21404 0.68238 2.76632 0.40 0.34 -0.51 0.1404
C 0.42781 1.85100 2.48273 -0.34 1.42 0.10 -0.5070
O -0.09957 2.92530 2.48855 0.52 -1.04 0.12 0.1642
O 1.74178 1.64530 2.18350 -0.86 0.08 0.14 0.0849
F 0.51381 -1.41555 3.10691 -0.16 -0.19 -0.04 0.0738
H 2.42913 0.14363 3.41752 -0.26 -0.11 0.02 0.1499
H 2.70313 -0.13140 1.68465 -0.08 0.21 -0.01 0.1198
H 0.36260 -0.60892 1.27184 -0.05 -0.14 0.12 0.1707
C -3.22505 -1.71684 0.53802 -0.64 0.50 0.73 -0.0653
C -2.58839 -1.62730 -0.80997 0.55 0.31 -0.21 -0.3245
O -1.96403 -2.88607 -0.95679 -0.67 -0.01 0.17 0.1360
C -2.71937 -3.75350 -0.22339 0.00 -1.72 0.19 -0.5302
O -2.66081 -4.94330 -0.32129 0.00 1.07 0.10 0.1688
O -3.55506 -3.09535 0.63036 0.43 -0.23 -0.56 0.0788
F -1.63344 -0.66612 -0.83227 0.10 0.13 -0.16 0.0736
H -2.53784 -1.45337 1.34732 0.11 0.06 -0.21 0.1428
H -4.11694 -1.09390 0.61857 -0.01 -0.23 0.03 0.1467
H -3.29357 -1.46847 -1.63088 0.18 0.12 -0.02 0.1778
C -0.46586 5.36288 0.92238 -0.41 -1.00 0.39 -0.0797
C -0.02764 6.66620 1.50627 0.66 -0.05 0.20 -0.3167
O 0.08538 7.50588 0.37392 -0.66 -0.16 -0.05 0.1357
C -0.82105 7.02617 -0.52474 -0.61 0.20 -1.27 -0.5365
O -1.20169 7.63386 -1.48507 0.33 -0.40 0.76 0.1492
O -1.24629 5.77675 -0.19320 0.30 0.98 -0.21 0.0801
F 1.19265 6.55582 2.08451 0.04 0.19 0.17 0.0795
H 0.37184 4.75346 0.57316 0.08 0.23 0.14 0.1454
H -1.06004 4.77410 1.62004 -0.08 0.14 -0.27 0.1082
H -0.73591 7.10151 2.21744 0.18 0.01 0.07 0.1708
C -4.94166 7.92598 1.54814 -0.23 0.44 -0.93 -0.0664
C -4.69190 8.35491 2.95875 -0.54 0.16 0.43 -0.3217
O -4.41616 7.13727 3.62204 0.45 0.05 -0.55 0.1420
C -3.86973 6.32462 2.67371 0.56 -1.37 -0.03 -0.5282
O -3.26683 5.31925 2.91353 -0.45 0.83 -0.16 0.1683
O -4.08576 6.80087 1.41654 0.24 -0.15 0.73 0.0771
F -5.80368 8.90213 3.50583 0.05 0.15 0.15 0.0791
H -5.97662 7.61654 1.37818 0.03 0.10 0.20 0.1530
H -4.68461 8.70058 0.82510 0.09 -0.25 -0.01 0.1335
H -3.84591 9.03830 3.07830 -0.15 0.05 0.13 0.1760
C -6.15742 9.67690 -3.63221 -0.19 0.33 -0.93 -0.0674
C -5.35484 9.90462 -2.39098 -0.03 0.51 0.45 -0.3207
O -5.71601 8.81367 -1.56799 0.20 -0.09 -0.62 0.1166
C -6.03254 7.80176 -2.42618 -0.31 -1.80 0.15 -0.5263
O -6.12467 6.65470 -2.10527 -0.01 1.08 -0.21 0.1779
O -6.22381 8.25934 -3.69547 0.20 -0.09 0.67 0.0801
F -5.72782 11.05215 -1.77364 0.13 0.11 0.13 0.0748
H -7.16955 10.08520 -3.56053 0.13 0.07 0.22 0.1481
H -5.67581 10.08727 -4.52086 -0.02 -0.24 0.03 0.1446
H -4.27230 9.90361 -2.54843 -0.06 0.11 0.13 0.1800
C -0.33616 -8.97126 -2.99483 -0.60 -0.05 0.88 -0.0661
C 0.61709 -8.08116 -3.72659 0.63 0.05 0.11 -0.3240
O 0.88917 -8.80185 -4.91051 -0.67 0.13 0.15 0.1400
C -0.23175 -9.53922 -5.15247 -0.50 -0.96 -1.31 -0.5324
O -0.47818 -10.06308 -6.19818 0.25 0.42 0.94 0.1709
O -1.04100 -9.59912 -4.05704 0.44 0.17 -0.52 0.0754
F 1.77416 -7.93394 -3.03527 0.12 0.15 -0.08 0.0590
H 0.17266 -9.73218 -2.39643 0.19 0.17 -0.10 0.1495
H -1.01521 -8.41312 -2.34851 -0.07 -0.12 -0.18 0.1459
H 0.20962 -7.09810 -3.98028 0.19 0.01 0.07 0.1777
```
Positions in Å, forces in eV/Å.

Values from the calculation:
SMILES string: O=C(Br)C[C@@H]1C[C@H](c2ccncc2)C(=O)O1.O=C1OC[C@@H](F)O1.O=C1OC[C@@H](F)O1.O=C1OC[C@@H](F)O1.O=C1OC[C@@H](F)O1.O=C1OC[C@@H](F)O1.O=C1OC[C@@H](F)O1
Gap between HOMO and LUMO in eV: 9.27
F_max in eV Å⁻¹: 5.41



Entry 2:
Computed, not measured: a structure of composition C29H28Cl5N6O4Ti in a non-equilibrium geometry, with wB97M-V/def2-TZVPD.

The geometry in XYZ format:
```
73
Properties=species:S:1:pos:R:3:forces:R:3:lowdin_charge:R:1
Ti 1.69809 -0.18286 -0.02102 -0.98 0.63 0.30 0.9678
C 1.12914 2.42750 2.18779 -0.01 -0.04 0.03 -0.0736
N 1.96905 2.16893 1.01130 0.20 -0.11 -0.09 -0.2757
C 3.37731 2.31426 1.44670 -0.03 0.05 0.03 -0.0773
C 1.72831 3.22820 0.00800 0.03 -0.02 -0.05 -0.1986
C 0.43979 3.04455 -0.75606 -0.04 0.04 0.07 -0.1858
N 0.47803 1.90474 -1.67402 0.07 -0.07 0.07 -0.2608
C -0.88367 1.64899 -2.14518 -0.04 -0.03 0.01 -0.1176
C 1.28671 2.23215 -2.85687 0.01 0.01 -0.03 -0.0925
H 1.36198 3.41264 2.60921 0.00 0.00 -0.01 0.1042
H 1.30919 1.67688 2.95423 0.01 0.01 0.01 0.0859
H 0.07463 2.40839 1.92533 0.06 -0.02 0.00 0.0534
H 3.55375 3.34182 1.78352 -0.01 0.01 0.00 0.1043
H 4.05212 2.11284 0.61977 0.00 0.01 -0.02 0.0601
H 3.59143 1.63384 2.26626 -0.01 0.00 -0.01 0.0856
H 2.58072 3.24728 -0.67033 0.02 0.01 -0.03 0.0327
H 1.71788 4.20238 0.51440 -0.01 0.00 0.00 0.1349
H 0.21833 3.97004 -1.30848 0.01 0.00 0.00 0.1366
H -0.39551 2.88419 -0.06924 -0.01 0.01 0.00 0.1042
H -1.29920 2.55126 -2.61643 0.01 0.00 0.01 0.0988
H -1.52385 1.34670 -1.31914 -0.01 -0.01 0.02 0.0629
H -0.86981 0.84688 -2.87968 0.01 -0.01 0.00 0.0791
H 0.77773 2.99469 -3.46157 0.00 -0.01 0.01 0.1007
H 1.41764 1.33817 -3.46686 0.00 0.00 0.00 0.0925
H 2.26326 2.62275 -2.58650 0.03 0.02 0.01 0.0267
O 2.19405 -2.14307 5.57403 -0.02 -0.02 0.02 0.1423
C 0.91547 -1.82959 5.43532 -0.07 -0.41 -0.14 -0.4948
O 0.11422 -1.99581 6.31515 0.03 0.17 0.06 0.0965
C 0.47756 -1.32735 4.09570 0.02 0.19 0.06 -0.0258
C -0.83404 -1.07086 3.73220 0.00 -0.03 -0.01 -0.5641
Cl -2.26585 -1.20583 4.61859 0.00 -0.01 -0.01 0.8577
N -0.84924 -0.63442 2.45161 -0.01 -0.07 -0.03 -0.0379
N 0.40222 -0.57901 1.95875 0.06 0.16 -0.07 0.0938
C 1.19507 -0.98395 2.94000 -0.01 -0.11 -0.05 -0.1553
C 2.64859 -0.99413 2.61794 -0.01 -0.03 -0.11 -0.5229
O 3.49604 -1.38037 3.39468 -0.01 -0.04 -0.01 0.1277
O 2.88187 -0.52048 1.43084 0.22 -0.17 0.16 -0.1718
C -2.03489 -0.35385 1.69154 0.00 -0.01 0.01 -0.2334
C -2.84472 -1.41473 1.32246 0.02 -0.01 -0.04 -0.0293
C -4.03092 -1.15630 0.65741 0.02 -0.02 -0.04 -0.0595
C -4.39339 0.15193 0.36476 0.00 0.00 -0.01 -0.0638
C -3.57395 1.20475 0.74336 -0.01 0.01 -0.01 -0.0655
C -2.38939 0.95389 1.42129 0.01 0.02 -0.01 -0.0158
H 2.72346 -1.99479 4.75200 0.04 0.23 0.10 0.0690
H -2.54112 -2.42836 1.55117 0.00 0.00 0.00 0.1311
H -4.66601 -1.97864 0.35450 0.00 0.00 0.01 0.1158
H -5.32086 0.35003 -0.15630 0.00 0.00 0.00 0.1110
H -3.86171 2.22503 0.52617 0.00 0.00 0.00 0.1124
H -1.75929 1.76588 1.75490 -0.04 -0.01 0.01 0.0969
Cl 6.65819 0.79492 -2.17341 -0.02 0.01 0.00 0.6593
C 5.08779 1.20792 -2.70528 0.02 -0.05 -0.04 -1.3534
Cl 4.79299 1.31565 -4.38881 0.00 0.01 0.02 0.6514
Cl 4.83252 3.58694 -1.93861 -0.07 0.00 0.03 -0.0076
C 4.02643 0.84024 -1.90547 -0.02 0.03 0.06 -0.3504
N 3.11962 0.61655 -1.21399 0.42 -0.07 -0.34 0.1084
Cl 1.75520 -3.14775 0.28073 0.06 -0.05 -0.04 0.5981
C 2.47728 -1.94608 -0.83311 0.13 -0.05 0.03 -0.6289
H 2.16321 -2.17489 -1.84545 0.01 0.01 -0.01 0.0277
H 3.55569 -1.99923 -0.71422 0.00 0.01 0.00 0.0271
N -6.30842 -4.94456 -3.76672 0.00 0.00 0.00 0.1613
C -5.39112 -4.36992 -3.38138 0.01 0.01 0.00 -0.1816
C -4.24908 -3.64384 -2.89417 0.00 -0.01 0.00 -0.2300
C -4.11962 -2.28521 -3.17788 0.01 0.00 -0.01 -0.0182
C -3.03079 -1.58421 -2.69647 -0.03 0.01 0.02 -0.0204
C -2.06090 -2.22842 -1.92589 -0.01 -0.01 0.06 -0.2392
C -2.18977 -3.59453 -1.66107 -0.01 0.00 0.02 -0.0124
C -3.27793 -4.29961 -2.13959 -0.01 0.00 -0.01 -0.0149
C -0.95590 -1.50511 -1.37497 0.06 0.01 -0.15 -0.0942
C -0.00228 -0.91465 -0.90939 -0.11 -0.15 0.15 -0.1217
H -4.87538 -1.78873 -3.77115 0.00 0.00 0.00 0.1225
H -2.93287 -0.52643 -2.90016 0.00 0.00 0.00 0.1119
H -1.42828 -4.09019 -1.07322 0.00 0.00 0.00 0.1193
H -3.38278 -5.35605 -1.93350 0.00 0.00 0.00 0.1232
```
Positions in Å, forces in eV/Å.

Values from the calculation:
Gap between HOMO and LUMO (spin up / spin down) in eV: 6.37 / 7.28
F_max in eV Å⁻¹: 1.20
2S+1: 2



Entry 3:
Computed, not measured: a structure of composition C29H28ClN4O5S2Zr, with wB97M-V/def2-TZVPD.

The geometry in XYZ format:
```
70
Properties=species:S:1:pos:R:3:forces:R:3:lowdin_charge:R:1
Zr -1.07310 0.34596 -0.17020 -0.03 -0.03 -0.03 1.6857
O 2.82833 1.67250 4.15837 0.00 -0.03 0.00 0.1728
C 3.47893 1.36319 3.04242 0.00 0.10 -0.02 -0.4738
O 4.65388 1.50336 2.90859 0.00 -0.04 0.01 0.1596
C 2.65480 0.87880 1.87602 0.01 -0.03 0.01 0.0053
C 3.19074 0.53391 0.61365 0.00 -0.01 0.01 -0.5340
Cl 4.77333 0.49615 0.08826 0.00 0.00 0.00 0.9581
N 2.16235 0.23256 -0.20355 0.00 -0.01 -0.01 -0.0376
N 0.99952 0.36402 0.45373 0.00 0.00 -0.01 -0.0518
C 1.28935 0.74362 1.70663 0.00 0.00 0.00 -0.1069
C 0.06093 0.94210 2.52835 0.03 0.02 0.02 -0.4681
O 0.03326 1.33406 3.65569 -0.02 0.00 -0.01 0.1795
O -1.02670 0.64714 1.79160 -0.07 0.01 -0.04 -0.2409
C 2.04234 -0.16184 -1.57351 0.01 0.00 0.01 -0.1912
C 1.02796 0.47028 -2.30421 -0.02 0.00 0.01 -0.0909
C 0.81028 0.07059 -3.62285 0.01 -0.01 0.00 -0.0552
C 1.57890 -0.94311 -4.17609 -0.01 0.01 -0.01 -0.0159
C 2.57766 -1.55167 -3.42561 0.00 -0.01 0.01 0.0074
C 2.81481 -1.17115 -2.10803 0.00 0.01 0.00 0.0176
H 1.87600 1.47566 4.14516 0.00 0.00 0.00 0.0852
H 0.60678 1.41608 -1.94675 0.00 0.00 0.00 0.0931
H 0.08271 0.58442 -4.23734 0.00 0.00 0.00 0.1185
H 1.42051 -1.24028 -5.20379 0.00 0.00 0.00 0.1324
H 3.17986 -2.33595 -3.86480 0.00 0.00 0.00 0.1368
H 3.57793 -1.66033 -1.51873 0.00 0.00 0.00 0.1246
C -3.23653 3.42826 2.36957 0.03 0.02 0.01 -0.0013
N -1.85465 3.81790 2.12662 -0.02 -0.03 -0.02 -0.1042
C -1.03969 4.47804 3.17143 0.00 -0.02 0.01 -0.0491
C 0.28233 4.76104 2.44102 0.01 -0.01 0.01 -0.0610
N 0.14868 3.91159 1.23474 -0.02 0.00 0.01 0.0605
C -1.12350 3.52387 1.08453 0.03 0.07 -0.04 -0.6967
S -1.72713 2.78979 -0.39570 -0.01 -0.02 0.08 0.7256
H -3.67126 4.13775 3.06904 -0.01 0.01 -0.01 0.1156
H -3.27430 2.42986 2.80754 0.01 0.01 0.02 0.0945
H -3.79664 3.46035 1.43817 0.00 -0.03 0.00 0.0823
H -0.92247 3.79511 4.01246 0.01 -0.01 0.00 0.1314
H -1.54153 5.38065 3.51232 0.00 0.00 -0.01 0.1445
H 1.15376 4.47394 3.02357 0.00 0.00 0.00 0.1297
H 0.37687 5.80546 2.14699 0.00 0.00 0.00 0.1393
H 0.72579 4.06656 0.42170 0.00 0.00 0.00 0.1524
O -1.58391 -1.58358 -0.05190 -0.03 0.04 0.16 -0.6928
S -2.43917 -2.88853 -0.23529 0.04 -0.04 -0.13 1.1731
C -3.53466 -2.43240 -1.63046 0.01 -0.01 0.00 -0.2086
C -3.59379 -0.95592 -1.90517 0.05 -0.02 0.00 -0.2601
C -2.46288 -0.29363 -2.42226 0.02 0.02 -0.04 -0.1645
C -2.54352 1.04726 -2.80244 0.02 0.02 0.00 -0.1582
C -3.74512 1.74194 -2.66628 -0.01 -0.03 0.01 -0.0739
C -4.85148 1.08989 -2.15120 0.01 0.02 -0.02 0.0025
C -4.77526 -0.24757 -1.76388 -0.01 -0.01 0.01 0.0089
C -3.54085 -2.91176 1.20455 -0.01 0.00 0.03 -0.2415
C -4.63256 -1.89238 1.21041 0.03 0.02 0.05 -0.2903
C -4.37712 -0.57603 1.59735 -0.08 -0.03 0.04 -0.0481
C -5.40910 0.35214 1.60166 0.03 -0.01 0.02 -0.0549
C -6.69645 -0.02862 1.24408 -0.02 -0.01 0.01 -0.0414
C -6.95867 -1.34562 0.89109 -0.01 0.01 -0.01 -0.0379
C -5.92706 -2.27425 0.86722 -0.01 0.01 0.00 -0.0364
H -4.51525 -2.84636 -1.39140 0.01 0.01 0.01 0.1121
H -3.12306 -2.98254 -2.47750 0.00 0.02 -0.01 0.1171
H -1.57290 -0.86708 -2.67868 -0.02 -0.02 -0.04 0.1114
H -1.69198 1.53330 -3.26331 -0.02 0.01 -0.04 0.1032
H -3.81541 2.77236 -2.98783 0.00 0.00 0.00 0.1308
H -5.79443 1.61333 -2.06252 0.00 0.00 0.00 0.1357
H -5.65602 -0.74035 -1.37368 0.00 0.00 0.00 0.1190
H -2.84276 -2.83349 2.04257 -0.01 0.01 0.00 0.1213
H -3.91720 -3.93922 1.19319 -0.01 0.00 0.00 0.1218
H -3.39989 -0.30813 1.98623 0.04 0.04 -0.02 0.0939
H -5.22747 1.36631 1.93052 0.00 0.00 0.00 0.0952
H -7.50385 0.69056 1.28161 0.00 0.00 0.00 0.1255
H -7.96792 -1.65508 0.65430 0.00 0.00 0.00 0.1297
H -6.14235 -3.30816 0.62072 0.00 0.00 0.00 0.1332
```
Positions in Å, forces in eV/Å.

Values from the calculation:
Gap between HOMO and LUMO in eV: 7.49
F_max in eV Å⁻¹: 0.17
Charge: +3



Question: The highest F_max belongs to which entry?
Answer: C29H28BrF6NO21